[1]
Molecular formula: C28H28CoN2Si
Method: DFT, ωB97M-V/def2-TZVPD

Last column: Löwdin spin population.
Element x y z (Å)
1 C 0.643 2.308 3.376  0.058
2 C 1.268 2.246 2.102  -0.031
3 C 0.241 2.159 1.091  0.026
4 H 2.332 2.341 1.900  -0.002
5 C -1.052 2.110 1.778  -0.011
6 C -0.761 2.185 3.200  -0.024
7 H -1.527 2.233 3.970  -0.001
8 H 1.148 2.463 4.327  0.004
9 H 0.363 2.316 0.028  0.008
10 H -2.015 2.147 1.278  -0.001
11 Co -0.163 0.427 1.930  0.997
12 C -0.498 -1.343 -0.745  0.156
13 H -1.206 -0.427 -0.616  0.032
14 H -0.942 -1.885 0.135  0.040
15 H 0.498 -1.129 -0.215  0.029
16 Si 0.378 0.494 -2.218  0.445
17 C 1.601 -0.441 -3.384  0.046
18 C 2.559 0.555 -3.711  0.036
19 H 2.448 1.562 -3.264  0.010
20 C 3.582 0.290 -4.622  0.003
21 H 4.279 1.095 -4.855  0.000
22 C 3.665 -0.990 -5.180  0.018
23 H 4.476 -1.193 -5.860  0.001
24 C 2.758 -2.005 -4.853  -0.001
25 H 2.852 -3.003 -5.288  0.000
26 C 1.708 -1.747 -3.948  0.017
27 H 0.957 -2.523 -3.704  0.001
28 C -1.147 0.799 -3.277  0.050
29 C -0.984 0.973 -4.674  0.024
30 H -0.071 0.582 -5.149  0.001
31 C -1.931 1.704 -5.406  0.003
32 H -1.715 1.940 -6.452  0.000
33 C -3.095 2.149 -4.759  0.017
34 H -3.775 2.809 -5.290  0.001
35 C -3.366 1.777 -3.432  0.000
36 H -4.289 2.088 -2.933  0.000
37 C -2.423 1.039 -2.701  0.022
38 H -2.636 0.708 -1.671  0.002
39 H 0.947 1.576 -1.478  0.064
40 H -0.603 -2.082 -1.569  0.006
41 C -3.671 -0.969 3.636  0.084
42 C -3.141 -1.707 4.688  0.076
43 C -1.760 -1.915 4.746  0.028
44 C -0.952 -1.403 3.724  0.123
45 N -1.490 -0.662 2.693  0.143
46 C -2.838 -0.442 2.648  0.027
47 C 0.495 -1.454 3.709  0.109
48 C 1.299 -1.974 4.713  0.034
49 C 2.682 -1.869 4.594  0.064
50 C 3.240 -1.232 3.474  0.089
51 C 2.403 -0.698 2.496  0.021
52 N 1.049 -0.789 2.627  0.141
53 H -4.746 -0.779 3.584  0.005
54 H -3.776 -2.129 5.477  0.004
55 H -1.290 -2.447 5.566  0.000
56 H -3.219 0.176 1.838  0.000
57 H 0.810 -2.433 5.573  0.000
58 H 3.316 -2.287 5.372  0.003
59 H 4.312 -1.132 3.364  0.006
60 H 2.773 -0.163 1.619  0.000

As for the multiplicity: 4. Its total energy is -77969.205 eV. The calculation puts the frontier orbital gap (alpha / beta) at 5.385 / 8.530 eV. As for the lowest unoccupied orbital energy (alpha / beta): 0.369 / 0.184 eV.

=====

[2]
Molecular formula: C28H28F12N3O5Rh
Method: DFT, ωB97M-V/def2-TZVPD

Last column: Löwdin spin population.
Element x y z (Å)
1 Rh 0.474 -0.987 0.743  2.432
2 C -1.344 4.125 1.248  0.001
3 N -0.308 3.136 1.424  0.008
4 C 1.052 3.632 1.357  0.002
5 C -0.536 1.821 1.610  0.011
6 O 0.368 1.014 1.808  0.037
7 C -1.993 1.336 1.536  0.003
8 O -1.991 -0.051 1.271  0.030
9 C -2.656 -0.907 2.177  0.002
10 C -1.652 -1.919 2.751  0.010
11 O -0.443 -1.746 2.606  0.035
12 N -2.156 -2.990 3.383  0.007
13 C -1.286 -4.105 3.693  0.000
14 C -3.547 -3.179 3.714  0.001
15 H -0.946 5.086 1.565  0.000
16 H -2.222 3.899 1.850  0.000
17 H -1.655 4.214 0.203  0.000
18 H 1.264 4.287 2.203  0.000
19 H 1.193 4.183 0.425  0.000
20 H 1.737 2.789 1.392  0.001
21 H -2.512 1.831 0.705  0.001
22 H -2.503 1.572 2.480  0.001
23 H -3.407 -1.465 1.605  0.001
24 H -3.152 -0.350 2.981  0.000
25 H -0.294 -3.885 3.307  0.000
26 H -1.657 -5.013 3.215  0.000
27 H -1.237 -4.249 4.773  0.000
28 H -4.079 -3.726 2.930  0.000
29 H -4.050 -2.231 3.893  0.000
30 H -3.588 -3.764 4.632  0.000
31 C 4.301 4.450 -1.328  0.023
32 C 3.447 3.223 -1.352  0.125
33 C 2.391 3.086 -2.249  -0.008
34 C 1.550 2.004 -2.175  0.113
35 C 1.716 0.998 -1.195  0.025
36 N 0.804 0.036 -1.002  0.422
37 C -0.453 -0.063 -1.508  0.028
38 C -1.268 1.077 -1.722  0.060
39 C -2.524 0.986 -2.272  -0.004
40 C -3.031 -0.243 -2.683  0.058
41 C -4.387 -0.381 -3.304  0.010
42 C -2.256 -1.377 -2.460  -0.009
43 C -1.019 -1.328 -1.844  0.067
44 C -0.336 -2.657 -1.483  0.018
45 O 0.641 -2.635 -0.568  0.140
46 C -1.411 -3.600 -0.835  0.005
47 F -2.070 -2.907 0.123  0.003
48 F -2.372 -4.136 -1.607  0.001
49 F -0.842 -4.627 -0.213  0.001
50 C 0.209 -3.304 -2.799  0.007
51 F 0.876 -4.430 -2.578  0.001
52 F -0.770 -3.609 -3.681  0.002
53 F 1.017 -2.470 -3.452  0.001
54 C 2.930 1.027 -0.439  0.105
55 C 3.733 2.148 -0.511  -0.017
56 C 3.409 -0.239 0.282  0.023
57 O 2.563 -0.914 1.065  0.168
58 C 4.645 0.031 1.209  0.009
59 F 5.786 0.428 0.610  0.003
60 F 4.962 -1.062 1.891  0.001
61 F 4.349 0.986 2.103  0.001
62 C 3.928 -1.152 -0.900  0.010
63 F 2.964 -1.447 -1.765  0.004
64 F 4.459 -2.292 -0.476  0.003
65 F 4.882 -0.525 -1.620  0.002
66 H 3.781 5.284 -1.797  0.001
67 H 5.233 4.272 -1.865  0.009
68 H 4.561 4.710 -0.304  0.004
69 H 2.230 3.836 -3.010  -0.003
70 H 0.741 1.895 -2.879  0.005
71 H -0.877 2.035 -1.411  0.002
72 H -3.117 1.881 -2.411  -0.001
73 H -4.638 0.489 -3.907  0.001
74 H -5.153 -0.477 -2.531  0.004
75 H -4.429 -1.272 -3.927  0.001
76 H -2.662 -2.321 -2.782  -0.001
77 H 4.630 2.229 0.081  -0.003

As for the multiplicity: 5. Its total energy is -79815.068 eV. The calculation puts the frontier orbital gap (alpha / beta) at 6.797 / 5.969 eV. As for the lowest unoccupied orbital energy (alpha / beta): 0.010 / -1.813 eV.